# 1
Computed, not measured: C15H44AsF6O7 as an isolated structure at a distorted geometry, with ωB97M-V/def2-TZVPD.

CARTESIAN COORDINATES (ANGSTROEM)
As 0.16889 -0.22424 0.63898
F -1.17311 -0.31245 -0.58196
F -0.77410 1.03428 1.69025
F 1.50901 -0.04844 1.83876
F 1.08338 -1.45272 -0.31987
F 0.91146 1.12998 -0.31417
F -0.49282 -1.54392 1.59260
C -0.28509 -3.82991 -1.98301
C 0.68369 -4.78763 -2.55911
C 0.42115 -5.21654 -4.00519
O 1.91441 -4.12917 -2.50249
H 0.10559 -3.34456 -1.08864
H -1.24261 -4.33957 -2.09029
H -0.37639 -2.93373 -2.59670
H 0.86871 -5.70421 -1.99898
H 0.51663 -4.37554 -4.69199
H -0.59987 -5.59165 -4.07531
H 1.11312 -6.01938 -4.25960
H 1.89605 -3.50804 -1.77074
C -3.77804 1.39918 0.60487
C -4.70240 0.79653 -0.48359
C -4.04582 0.01428 -1.61007
O -5.56978 -0.09401 0.19536
H -3.07463 0.65088 0.97009
H -4.25173 1.83219 1.48590
H -3.17035 2.23151 0.24986
H -5.30434 1.56609 -0.96687
H -4.64749 -0.12152 -2.50876
H -3.71999 -0.91994 -1.15272
H -3.25253 0.68528 -1.93951
H -6.36249 -0.26503 -0.31842
C 3.82221 -0.60931 4.38672
C 4.54476 0.80240 4.62511
C 3.62399 1.96572 4.19074
O 4.88978 1.02486 5.93986
H 2.79182 -0.64278 4.74068
H 4.35265 -1.38090 4.94472
H 3.74574 -0.77057 3.31142
H 5.43216 0.78703 3.99236
H 3.44609 1.84022 3.12270
H 4.16337 2.87463 4.45724
H 2.78834 1.87119 4.88418
H 5.21431 1.92518 6.01534
C 0.72865 4.63426 -3.45850
C 0.12165 3.44953 -2.72212
C -1.22254 3.53830 -2.10254
O 0.16123 2.34463 -3.57659
H 1.75754 4.45772 -3.77204
H 0.73831 5.59663 -2.94680
H 0.29032 4.72121 -4.45269
H 0.85970 3.29945 -1.93418
H -1.84682 4.20253 -2.70017
H -1.17690 3.96807 -1.10188
H -1.76155 2.59107 -2.08383
H 0.80554 1.69914 -3.27692
C -0.26819 2.11490 4.94215
O -1.46297 1.82569 4.18603
H 0.34297 1.21697 5.03330
H 0.34754 2.85440 4.43019
H -0.55491 2.31894 5.97378
H -1.29178 1.37323 3.35682
C 3.08655 -0.22804 -2.87186
O 2.18919 0.88502 -2.66109
H 2.63848 -1.16936 -2.55364
H 3.42122 -0.19783 -3.90878
H 4.05368 -0.15106 -2.37503
H 1.94743 0.89537 -1.73208
C -3.00291 -3.35865 0.12513
O -3.02891 -2.40400 1.16230
H -2.71819 -2.84193 -0.79140
H -2.20560 -4.07651 0.31767
H -3.89977 -3.95747 0.28378
H -2.23266 -1.86786 1.15123

E_LUMO (alpha / beta): -0.5 / -6.9 eV
Kohn-Sham gap (alpha / beta): 8.814 / 2.388 eV
Spin multiplicity: 2
<S²>: 0.76
E_tot: -107740.794 eV

# 2
Computed, not measured: a 7-piece molecular cluster, C21H39Br2F17N13O10P overall at a distorted geometry, with ωB97M-V/def2-TZVPD.

CARTESIAN COORDINATES (ANGSTROEM)
C 3.44528 1.49319 0.33694
C 3.45889 3.02627 0.24078
C 2.61567 3.54656 -0.92048
C 3.13846 3.06255 -2.27764
N 2.01723 2.66603 -3.14704
O 2.15583 1.33515 -3.61720
P 1.01913 0.37582 -3.02718
O 0.31533 0.87297 -1.86986
O 1.79612 -0.97579 -2.71085
C 1.00527 -1.92906 -2.01787
Br 1.41738 -1.93330 -0.12130
C 1.20088 -3.32656 -2.61482
C 2.52186 -3.99145 -2.17558
Br 1.08052 -3.27694 -4.55724
O 0.02605 -0.09614 -4.25795
C -0.57994 0.87307 -4.99616
F -0.71764 2.02416 -4.34950
F 0.18523 1.15143 -6.06119
C -2.01204 0.44469 -5.50053
F -2.93639 1.09079 -4.78892
F -2.12288 0.91264 -6.74999
C -2.29186 -1.07602 -5.60047
F -1.20230 -1.67512 -6.08593
F -3.24481 -1.24849 -6.51288
C -2.70120 -1.84953 -4.32095
F -2.96398 -3.08851 -4.76141
F -1.69858 -1.98661 -3.46605
C -3.98165 -1.35844 -3.56598
F -4.82343 -0.70913 -4.36771
F -4.64579 -2.45644 -3.17322
C -3.68990 -0.57816 -2.24770
F -2.64005 0.23902 -2.33581
F -3.37532 -1.51273 -1.34185
C -4.92784 0.19442 -1.67349
F -4.82830 0.12844 -0.33430
F -6.07346 -0.38911 -1.98686
C -4.94489 1.70917 -1.99246
F -4.86398 1.95305 -3.28328
F -6.12955 2.17355 -1.55715
F -4.01689 2.33458 -1.32120
H 2.46308 1.13764 0.04377
H 3.68174 1.19614 1.35194
H 4.20888 1.08618 -0.31922
H 3.04262 3.41014 1.16965
H 4.47731 3.40326 0.17506
H 1.57310 3.29793 -0.77604
H 2.69897 4.63265 -0.90981
H 3.66949 3.86655 -2.77877
H 3.76752 2.18940 -2.16919
H 1.88576 3.27102 -3.94223
H -0.04333 -1.68614 -2.07822
H 0.37189 -3.90603 -2.23878
H 3.27741 -3.24300 -1.98446
H 2.31007 -4.59086 -1.30255
H 2.82656 -4.65948 -2.97046
C -6.54464 -2.09118 2.98875
O -6.23585 -1.73640 4.11953
N -7.26287 -3.22432 2.75228
N -6.19553 -1.37657 1.87454
H -7.53439 -3.52656 1.83706
H -7.53059 -3.77478 3.55238
H -5.65710 -0.53987 2.01003
H -6.43919 -1.65082 0.94269
C 5.60325 1.52772 3.78374
O 4.54522 1.22941 3.25072
N 6.81271 1.20973 3.24116
N 5.66425 2.20462 4.96697
H 7.68640 1.45808 3.66229
H 6.80775 0.71410 2.37010
H 4.79404 2.45705 5.39468
H 6.52435 2.46330 5.40948
C -4.17039 1.48115 4.39568
O -3.57360 0.74984 5.15887
N -5.35098 1.12814 3.79404
N -3.70636 2.73224 4.06973
H -5.84529 1.73463 3.16717
H -5.73685 0.21194 4.00028
H -2.84373 3.02284 4.48885
H -4.17797 3.35448 3.44271
C 9.18863 4.10381 4.55566
O 8.13198 3.80911 4.01976
N 10.40010 3.78257 4.01018
N 9.24361 4.77954 5.74249
H 11.27891 4.01510 4.43123
H 10.39333 3.29079 3.13651
H 8.37113 5.03462 6.16557
H 10.09849 5.03272 6.19938
C 5.52834 -1.98129 -3.76012
O 4.97203 -2.05551 -2.68088
N 6.77920 -2.49347 -3.98018
N 4.94244 -1.38056 -4.83909
H 7.25338 -2.44375 -4.86091
H 7.23216 -2.94109 -3.20623
H 4.02280 -1.00127 -4.70536
H 5.37550 -1.30661 -5.73910
C -8.26933 -4.61536 6.52036
O -7.38435 -4.84820 5.71714
N -8.72764 -3.34738 6.73867
N -8.86670 -5.59697 7.26443
H -9.45114 -3.12150 7.39327
H -8.29485 -2.60928 6.21025
H -8.54570 -6.53604 7.12449
H -9.59322 -5.42400 7.93161

E_LUMO: 0.4 eV
Kohn-Sham gap: 9.604 eV
E_tot: -257834.391 eV
SMILES: CCCCNO[P@](=O)(O[C@H](Br)[C@H](C)Br)OC(F)(F)C(F)(F)C(F)(F)C(F)(F)C(F)(F)C(F)(F)C(F)(F)C(F)(F)F.NC(N)=O.NC(N)=O.NC(N)=O.NC(N)=O.NC(N)=O.NC(N)=O

# 3
Computed, not measured: one molecule with the formula C15H17NO3S, with ωB97M-V/def2-TZVPD.

CARTESIAN COORDINATES (ANGSTROEM)
C -5.29685 -1.66094 0.15966
C -4.12293 -0.73267 0.20443
C -3.25997 -0.74033 1.29619
C -2.15927 0.09794 1.33099
C -1.92565 0.94739 0.26872
C -2.77131 0.98075 -0.82171
C -3.86741 0.13706 -0.85190
H -4.53539 0.15394 -1.70052
H -2.56440 1.67058 -1.62407
S -0.51307 2.03483 0.29749
O 0.18190 1.87350 1.54187
O -0.93653 3.34977 -0.09468
N 0.43272 1.46082 -0.98847
C 1.53875 0.65485 -0.61379
C 2.76487 1.24204 -0.32991
C 3.86046 0.49626 0.06745
C 3.70330 -0.88802 0.18669
C 2.48158 -1.47670 -0.10566
C 1.38693 -0.72634 -0.50678
C 0.09247 -1.40665 -0.83056
H -0.51084 -0.78213 -1.48389
H -0.47615 -1.59600 0.07919
H 0.28239 -2.36185 -1.31562
H 2.40062 -2.54864 -0.01299
O 4.72271 -1.70415 0.57547
H 5.50436 -1.17266 0.76728
C 5.17849 1.15141 0.37377
H 5.10679 2.22421 0.22003
H 5.96880 0.76895 -0.27529
H 5.46730 0.98112 1.41248
H 2.85810 2.31556 -0.41734
H 0.70719 2.26820 -1.53162
H -1.47610 0.11301 2.16551
H -3.45425 -1.40697 2.12365
H -5.68933 -1.83867 1.15780
H -4.99186 -2.62126 -0.25695
H -6.08839 -1.25819 -0.46690

E_LUMO: 0.7 eV
Kohn-Sham gap: 9.034 eV
E_tot: -34298.806 eV
SMILES: Cc1ccc(S(=O)(=O)Nc2cc(C)c(O)cc2C)cc1

# 4
Computed, not measured: a 14-piece molecular cluster, C28H84O14 overall at a distorted geometry, with ωB97M-V/def2-TZVPD.

CARTESIAN COORDINATES (ANGSTROEM)
C 4.94515 -2.29321 -4.75093
C 4.54442 -1.25279 -5.81743
O 5.69606 -0.51858 -6.24563
H 5.27124 -1.72434 -3.88022
H 5.73310 -2.97805 -5.06435
H 4.13869 -2.93957 -4.40461
H 3.77696 -0.61717 -5.37575
H 4.13150 -1.79853 -6.66582
H 5.37486 0.38544 -6.27981
C -8.57611 -1.45021 -0.58831
C -7.26985 -2.09517 -0.11892
O -6.80696 -2.90601 -1.14238
H -9.01696 -0.93938 0.26773
H -9.26820 -2.19433 -0.98253
H -8.51049 -0.68033 -1.35712
H -7.50000 -2.75390 0.71846
H -6.53270 -1.35189 0.18480
H -7.46864 -3.56934 -1.35160
C -2.39302 -9.56133 0.98250
C -3.33671 -8.50378 0.38287
O -2.76887 -7.19778 0.44216
H -1.46041 -9.57957 0.41859
H -2.79043 -10.57611 1.00219
H -2.16359 -9.32833 2.02229
H -4.30949 -8.51264 0.87451
H -3.48813 -8.72697 -0.67323
H -3.36065 -6.66721 -0.09624
C -5.29699 3.52905 -4.16059
C -5.66622 4.61063 -5.18208
O -7.07975 4.74770 -5.19696
H -5.46771 3.93278 -3.16261
H -4.23033 3.31372 -4.22356
H -5.85646 2.59678 -4.23794
H -5.44926 4.27771 -6.19708
H -5.07677 5.51633 -5.03936
H -7.37028 3.92430 -5.59594
C -1.70462 -5.08340 -6.90039
C -1.34418 -4.58671 -8.26992
O -2.22670 -5.26884 -9.06391
H -2.74964 -4.86599 -6.67956
H -1.08493 -4.52540 -6.19845
H -1.50704 -6.14591 -6.75854
H -0.31303 -4.88253 -8.46318
H -1.42618 -3.50147 -8.33002
H -2.26115 -4.72813 -9.85640
C -6.83867 6.27771 2.01557
C -6.49669 5.19692 3.02029
O -5.66072 5.73435 4.00622
H -5.96263 6.60286 1.45439
H -7.29197 7.11210 2.55073
H -7.52719 5.87927 1.27040
H -5.98779 4.37378 2.51872
H -7.44016 4.84639 3.43874
H -5.40844 5.07152 4.65322
C 4.32797 6.50897 6.50792
C 4.55471 7.93902 7.04245
O 5.76195 8.00098 7.74045
H 4.01595 5.78142 7.25720
H 5.19794 6.15174 5.95687
H 3.52322 6.50775 5.77275
H 3.74299 8.16202 7.73491
H 4.46331 8.76181 6.33340
H 5.57820 7.61669 8.60078
C 0.51399 3.88688 -8.12208
C 1.76525 4.16768 -8.97193
O 2.84106 4.24049 -8.06634
H 0.28689 4.75239 -7.49966
H 0.49387 2.97071 -7.53188
H -0.35749 3.72957 -8.75761
H 1.62605 5.11862 -9.48618
H 1.92139 3.34579 -9.67065
H 2.90919 5.13252 -7.71813
C -0.20559 0.05790 -0.14306
C -0.38257 0.81099 1.19455
O 0.91581 1.29724 1.53981
H -1.15029 -0.32250 -0.53158
H 0.33227 -0.86606 0.06930
H 0.33535 0.60164 -0.91755
H -0.76481 0.11524 1.94149
H -1.02409 1.68827 1.11134
H 0.95031 2.18558 1.17751
C 4.79473 -2.51927 7.28790
C 3.34847 -2.49279 6.81759
O 2.73156 -3.59452 7.41893
H 5.22876 -1.52330 7.19988
H 5.45546 -3.20420 6.75648
H 4.86724 -2.73185 8.35451
H 3.23153 -2.57818 5.73726
H 2.87604 -1.55159 7.09877
H 1.99697 -3.77826 6.82884
C -3.70646 -4.41576 7.41615
C -3.71703 -4.70490 5.93471
O -2.45319 -4.91026 5.47340
H -3.24591 -5.22398 7.98428
H -4.68688 -4.33271 7.88516
H -3.18296 -3.47736 7.59912
H -4.07263 -3.82564 5.39752
H -4.38316 -5.53709 5.70705
H -2.39821 -5.15184 4.54592
C 3.71549 -6.45029 1.05280
C 5.00415 -5.72823 1.23287
O 5.90186 -6.25947 0.26601
H 3.05376 -6.10480 0.25854
H 3.10374 -6.34470 1.94875
H 3.87016 -7.50493 0.82496
H 5.38852 -5.85865 2.24447
H 4.76107 -4.66729 1.17426
H 6.74984 -5.83789 0.42351
C -0.22702 8.22876 -1.72946
C -0.01646 6.83737 -1.19611
O 0.80645 7.08538 -0.08820
H 0.67516 8.78001 -1.99455
H -0.71145 8.89887 -1.01927
H -0.87074 8.12407 -2.60281
H 0.38083 6.17787 -1.96769
H -0.98753 6.40549 -0.95402
H 0.32859 7.68639 0.48802
C 8.20226 0.73619 2.53560
C 9.46435 1.49042 2.83429
O 10.57230 0.73700 2.41375
H 8.03094 0.52670 1.47974
H 7.35648 1.23646 3.00728
H 8.34635 -0.20891 3.05916
H 9.61553 1.82888 3.85932
H 9.46801 2.42057 2.26604
H 11.29495 1.35052 2.26218

E_LUMO: 0.0 eV
Kohn-Sham gap: 10.070 eV
E_tot: -59056.203 eV

# 5
Computed, not measured: a 3-piece molecular cluster, C3H7BrN overall at a distorted geometry, with ωB97M-V/def2-TZVPD.

CARTESIAN COORDINATES (ANGSTROEM)
C 0.01752 0.62127 -1.76257
C -0.63597 1.60112 -1.68278
C -1.52469 -1.81595 -4.01601
N 1.53150 0.56670 4.40350
Br -1.89755 -0.06574 -3.93830
H 0.50846 -0.20338 -1.84959
H -0.56586 -2.21836 -4.27628
H -1.04866 2.57603 -1.51649
H -2.32914 -2.46388 -3.71049
H 1.37872 -0.15331 5.07475
H 1.76909 1.41498 4.96419
H 2.28895 0.32084 3.78498

E_LUMO: -8.1 eV
Kohn-Sham gap: 3.630 eV
Total charge: +1
E_tot: -74744.129 eV

# 6
Computed, not measured: one molecule with the formula C6H14N2 at a distorted geometry, with ωB97M-V/def2-TZVPD.

CARTESIAN COORDINATES (ANGSTROEM)
C -1.37257 0.75242 -0.49265
C -0.81368 -1.66390 -0.86934
C 1.97014 -1.29256 0.01989
C 1.46466 1.01191 0.87928
C -0.33098 -0.32649 -0.34085
C 0.94204 -0.18968 0.13440
N -2.18405 0.69468 0.76820
N -0.95336 2.10123 -0.57872
H -2.00481 0.54710 -1.36216
H -0.94751 2.49398 0.35474
H -1.58412 0.52961 1.57181
H -2.87126 -0.05261 0.72080
H -0.06187 2.19344 -1.04882
H -0.50357 -1.80256 -1.90909
H -0.43694 -2.49200 -0.26036
H -1.90554 -1.73880 -0.82965
H 2.04503 -1.85187 0.95788
H 2.01047 1.68049 0.20615
H 2.95451 -0.86653 -0.20590
H 1.75295 -1.99704 -0.78798
H 0.68160 1.57199 1.39684
H 2.14884 0.69719 1.67552

E_LUMO: 0.9 eV
Kohn-Sham gap: 9.204 eV
E_tot: -9428.468 eV
SMILES: CC(C)=C(C)C(N)N